(1)
DFT (ωB97M-V/def2-TZVPD) results for C23H33N3O3SiZn as an isolated structure.

XYZ file:
```
64
C23H33N3O3SiZn ωB97M-V/def2-TZVPD
Zn -0.548 0.232 -0.819
C -3.375 -1.007 -0.278
Si -2.460 -2.150 -1.497
C -2.520 -3.911 -0.749
C -3.390 -2.062 -3.165
N -0.879 -1.467 -1.586
C 0.131 -1.893 -2.398
C 0.051 -2.992 -3.264
C 1.087 -3.333 -4.111
C 2.252 -2.588 -4.135
C 2.381 -1.513 -3.269
C 1.356 -1.190 -2.406
O 1.422 -0.115 -1.521
C 2.596 0.596 -1.420
C 2.645 1.880 -1.947
C 3.804 2.627 -1.820
C 4.905 2.097 -1.168
C 4.847 0.821 -0.633
C 3.697 0.063 -0.760
H -4.394 -1.340 -0.108
H -3.421 0.005 -0.670
H -2.873 -0.973 0.686
H -3.548 -4.243 -0.633
H -2.058 -3.933 0.234
H -2.009 -4.641 -1.366
H -4.446 -2.283 -3.040
H -2.987 -2.760 -3.892
H -3.305 -1.064 -3.587
H -0.859 -3.570 -3.272
H 0.977 -4.183 -4.771
H 3.052 -2.826 -4.818
H 3.284 -0.919 -3.276
H 1.764 2.266 -2.437
H 3.847 3.620 -2.241
H 5.813 2.677 -1.080
H 5.704 0.411 -0.117
H 3.646 -0.939 -0.358
C -2.471 3.197 0.100
C -0.970 2.974 -0.149
C -0.364 4.289 -0.666
O -0.735 1.972 -1.075
H -2.626 3.973 0.849
H -2.942 2.276 0.439
H -2.938 3.500 -0.834
H -0.488 2.734 0.826
H -0.860 4.565 -1.593
H 0.698 4.162 -0.864
H -0.499 5.077 0.071
N -0.122 0.048 1.218
C -0.060 0.100 2.367
N -0.030 0.122 3.659
C 0.243 1.348 4.391
C -0.497 1.282 5.730
O -0.141 0.128 6.453
C -0.491 -1.032 5.737
C 0.246 -1.101 4.398
H -0.101 2.208 3.816
H 1.322 1.436 4.581
H -1.582 1.296 5.553
H -0.218 2.131 6.356
H -1.578 -1.055 5.563
H -0.206 -1.877 6.364
H -0.102 -1.960 3.825
H 1.324 -1.190 4.582
```

Output
E_LUMO = 0.3 eV
M = 493.0 g mol⁻¹
gap between HOMO and LUMO = 7.2 eV
HOMO level = -6.934 eV
multiplicity = 1
electronic energy = -3355.07595 Ha

(2)
DFT (ωB97M-V/def2-TZVPD) results for a 2-piece molecular cluster, C27H29N3O2 overall.

XYZ file:
```
61
C27H29N3O2 ωB97M-V/def2-TZVPD
C -7.525 -1.414 -3.666
C -6.188 -1.056 -4.260
O -5.168 -1.384 -3.291
C -3.923 -0.938 -3.673
C -2.891 -1.418 -2.810
C -1.599 -1.167 -3.147
N -0.451 -0.996 -3.344
O -3.754 -0.217 -4.655
H -8.300 -1.265 -4.418
H -7.553 -2.457 -3.341
H -7.747 -0.781 -2.803
H -6.021 -1.643 -5.176
H -6.151 0.016 -4.498
H -3.148 -2.079 -1.997
C -3.788 3.620 2.273
N -2.607 2.849 1.936
C -2.081 2.692 0.692
C -0.966 1.813 0.760
C -0.194 1.359 -0.316
C 1.161 0.908 -0.257
C 2.093 1.216 0.779
C 3.275 0.503 0.925
C 3.579 -0.543 0.002
N 4.671 -1.345 0.187
C 5.720 -0.973 1.117
C 5.129 -0.395 2.383
C 4.220 0.786 2.050
C 5.139 -2.208 -0.881
C 3.983 -2.868 -1.600
C 3.054 -1.791 -2.146
C 2.750 -0.731 -1.138
C 1.638 0.064 -1.297
C -0.850 1.413 2.171
C -0.126 0.447 2.861
C -0.369 0.263 4.236
C -1.401 0.948 4.893
C -2.180 1.890 4.201
C -1.876 2.099 2.863
H -4.021 3.445 3.324
H -3.633 4.696 2.124
H -4.647 3.310 1.666
H -2.496 3.181 -0.184
H -0.675 1.330 -1.296
H 1.873 2.023 1.482
H 6.312 -1.875 1.316
H 6.385 -0.232 0.632
H 4.565 -1.176 2.903
H 5.951 -0.083 3.029
H 4.858 1.646 1.792
H 3.659 1.075 2.944
H 5.726 -1.605 -1.599
H 5.810 -2.950 -0.433
H 4.377 -3.479 -2.415
H 3.437 -3.519 -0.909
H 3.530 -1.330 -3.025
H 2.115 -2.231 -2.499
H 1.042 -0.059 -2.201
H 0.608 -0.149 2.319
H 0.261 -0.427 4.796
H -1.607 0.747 5.942
H -2.988 2.446 4.675
```

Output
ΔE to the lowest compared entry with this formula, charge and spin = 96.96 kcal/mol
E_LUMO = -1.9 eV
M = 427.5 g mol⁻¹
gap between HOMO and LUMO = 3.7 eV
HOMO level = -5.606 eV
multiplicity = 1
electronic energy = -1360.94248 Ha

(3)
DFT (ωB97M-V/def2-TZVPD) results for C6H6OS in the gas phase.

XYZ file:
```
14
C6H6OS ωB97M-V/def2-TZVPD
C 0.262 1.766 0.323
C -0.648 1.678 1.275
C 0.601 0.694 -0.462
C -0.001 -0.501 -0.133
C -1.149 0.350 1.536
C 0.196 -1.796 -0.679
O 1.196 -1.692 -1.717
S -2.106 -0.471 2.476
H 0.743 2.755 0.040
H -1.017 2.440 1.911
H 1.344 0.713 -1.255
H -0.740 -2.224 -1.126
H 0.642 -2.632 0.071
H 0.675 -1.080 -2.259
```

Output
ΔE to the lowest compared entry with this formula, charge and spin = 89.29 kcal/mol
E_LUMO = -1.2 eV
M = 126.2 g mol⁻¹
gap between HOMO and LUMO = 7.1 eV
HOMO level = -8.244 eV
multiplicity = 1
electronic energy = -705.48397 Ha

Among the records above, which one has the highest gap between HOMO and LUMO? C23H33N3O3SiZn